C5H8N2S in the gas phase in a non-equilibrium geometry, computed with ωB97M-V with the def2-TZVPD basis set.

Its energy is -19123.9407 eV. The structure (SMILES) is C/N=C(\C=S)N1CC1. Its gap between HOMO and LUMO is 7.760 eV. As for the spin multiplicity: 1. The energy above the lowest of the compared OMol25 structures with the same formula, charge and spin comes out at 6.4806 eV. The calculation puts the LUMO energy at -1.0 eV.

XYZ file:
```
16
Properties=species:S:1:pos:R:3:forces:R:3
C -1.1318 2.1156 0.0092 -1.1788 2.6937 3.6414
N -0.1092 1.2195 -0.2219 0.8901 -2.7165 -2.1204
C -0.2623 -0.0131 -0.6008 0.9967 1.9497 0.3208
C -1.4811 -0.9654 -0.6655 4.8325 -3.2520 -1.2248
S -2.8351 -1.0606 0.1099 -1.4947 0.6769 0.4958
N 1.0103 -0.7636 -0.8500 -1.0945 0.6757 3.0920
C 2.0708 -0.3614 0.2621 0.8852 3.0971 -2.7209
C 1.1801 -1.5230 0.4437 -2.3689 -1.7299 1.7462
H -1.4088 1.9101 1.0767 -0.2452 0.1243 -0.4553
H -2.0366 2.0165 -0.5120 -1.2032 -0.3497 -1.1439
H -0.9426 3.2786 0.1382 0.5986 -2.3563 -0.9584
H -0.9309 -2.0985 -1.0631 -1.8614 3.3534 0.5767
H 3.0019 -0.5928 -0.2990 -0.3785 -0.0509 1.0436
H 2.1810 0.9309 0.5827 -1.1853 -4.6126 -0.4038
H 1.5175 -2.6595 0.3716 -0.3779 2.6872 0.1935
H 0.1767 -1.4332 1.2183 3.1853 -0.1902 -2.0827
```
Positions in Å, forces in eV/Å.

***

A molecular structure, C30H22O7PS6V, computed with ωB97M-V with the def2-TZVPD basis set.

Its net charge is -1. Its energy is -145792.5930 eV. Its gap between HOMO and LUMO (spin up / spin down) is 7.127 / 7.211 eV. As for the spin multiplicity: 4. The energy above the lowest of the compared OMol25 structures with the same formula, charge and spin comes out at 0.0000 eV. The calculation puts the LUMO energy (spin up / spin down) at 2.3 / 2.3 eV.

XYZ file:
```
67
Properties=species:S:1:pos:R:3:forces:R:3
V 0.0340 0.2410 -0.1098 -0.4882 -0.1888 0.1134
O 1.2384 -1.3714 0.9723 -0.3105 -0.1840 0.0350
S 2.4674 -0.5666 0.8391 0.4800 -0.0348 0.2104
O 3.6846 -1.3073 0.6907 -0.0422 0.0074 -0.0046
O 2.1865 0.4222 -0.2156 -0.0465 0.3394 -0.1650
C 2.6450 0.3813 2.3569 0.0339 -0.0397 -0.0208
C 3.9382 0.5375 2.8427 0.0105 -0.1180 -0.0156
C 4.1602 1.2184 4.0287 -0.0758 0.0029 0.0074
C 3.0836 1.7185 4.7490 0.0264 0.0093 0.0175
C 1.7956 1.5673 4.2604 0.1216 -0.0290 -0.0442
C 1.5590 0.9314 3.0422 -0.0450 -0.0285 0.1717
P -0.1454 0.8211 2.3835 0.3342 0.2473 -0.5850
C -0.9573 -0.2624 3.6026 -0.0893 -0.1144 -0.0652
C -1.7308 0.2120 4.6593 0.0475 -0.0894 0.0037
C -2.3080 -0.6821 5.5529 -0.0110 0.0196 0.0016
C -2.1177 -2.0488 5.3972 -0.0092 0.0315 0.0057
C -1.3503 -2.5249 4.3427 0.0510 0.0511 -0.0839
C -0.7746 -1.6377 3.4415 -0.1016 -0.0119 0.0873
C -0.8782 2.4582 2.6356 -0.1689 0.0314 -0.0044
C -0.1689 3.6285 2.8921 -0.0824 -0.0365 0.0689
C -0.8411 4.8415 2.9638 0.0308 0.0598 0.0047
C -2.2113 4.9009 2.7557 0.0015 0.0250 -0.0101
C -2.9171 3.7426 2.4559 0.0308 -0.0927 -0.0213
C -2.2531 2.5261 2.3886 -0.0166 0.1608 -0.0005
H 4.7590 0.0987 2.2897 -0.0539 0.0291 0.0231
H 5.1720 1.3408 4.3958 -0.0428 0.0068 -0.0036
H 3.2457 2.2314 5.6897 -0.0013 -0.0209 -0.0333
H 0.9576 1.9607 4.8225 0.0007 0.0021 0.0115
H -1.8906 1.2762 4.7789 -0.0059 -0.0016 0.0083
H -2.9123 -0.3076 6.3714 0.0240 -0.0102 -0.0311
H -2.5733 -2.7436 6.0937 0.0164 0.0374 -0.0266
H -1.2068 -3.5912 4.2124 -0.0026 0.0468 -0.0040
H -0.1846 -1.9994 2.6077 -0.0354 -0.0224 0.0569
H 0.9046 3.6107 3.0275 -0.0024 0.0116 -0.0205
H -0.2746 5.7449 3.1579 -0.0250 -0.0229 -0.0209
H -2.7239 5.8556 2.7940 0.0230 -0.0465 0.0036
H -3.9811 3.7845 2.2515 0.0617 -0.0010 0.0082
H -2.7966 1.6275 2.1157 -0.0077 0.0011 -0.0124
O -2.8119 -0.4486 -2.0219 0.0165 -0.0133 -0.2486
C -2.9304 -0.3814 -0.8085 0.5437 0.0116 0.3250
O -1.9723 -0.2078 0.0435 -0.0170 -0.2201 -0.0040
C -4.2996 -0.5296 -0.1841 0.0640 0.0898 0.1683
C -4.4387 -0.7580 1.1772 0.0595 0.0293 0.0358
C -5.6954 -0.8960 1.7717 -0.0209 -0.0392 0.2179
C -6.7835 -0.7829 0.9468 -0.0010 0.0132 -0.0849
O -8.1151 -0.8661 1.2747 -0.1218 -0.0134 0.0884
C -8.8353 -0.6886 0.0578 0.1609 -0.0046 -0.0018
O -7.8962 -0.4788 -0.9880 -0.0860 0.0138 -0.0925
C -6.6483 -0.5525 -0.4082 -0.0046 -0.0150 0.0478
C -5.4244 -0.4272 -1.0063 -0.0505 0.0029 -0.2678
H -3.5419 -0.8321 1.7786 -0.0001 -0.0084 0.0028
H -5.8080 -1.0817 2.8339 0.0121 0.0170 -0.0853
H -9.4879 0.1811 0.1445 -0.0154 0.0930 0.0186
H -9.4232 -1.5843 -0.1510 -0.0042 -0.0902 -0.0128
H -5.2967 -0.2589 -2.0690 -0.0168 -0.0074 0.0850
C -2.2537 4.6070 -3.0731 0.0046 0.0282 -0.0335
S -2.3461 4.6992 -1.2676 -0.0843 0.0970 -0.0224
C -0.6602 4.5497 -0.8295 -0.0239 0.2024 0.1000
C 0.1067 3.4516 -0.9902 0.3506 -0.1573 0.0966
S -0.3503 1.9943 -1.8042 -0.2184 0.0285 0.0383
S 1.7289 3.5994 -0.3117 -0.1247 0.2247 0.0123
C 1.5996 5.2106 0.3163 -0.3351 -0.2883 -0.0280
S 2.7567 5.9388 1.2346 0.2201 0.1303 0.0953
S 0.0853 5.9354 -0.0548 0.0781 -0.1348 -0.1285
H -3.2049 4.9807 -3.4563 0.0525 -0.0350 0.0120
H -2.0997 3.5747 -3.3827 0.0165 0.0593 -0.0070
H -1.4418 5.2393 -3.4345 -0.0843 -0.0412 0.0074
```
Positions in Å, forces in eV/Å.

***

A molecular structure, C4H6FO4Tl in a non-equilibrium geometry, computed with ωB97M-V with the def2-TZVPD basis set.

Its energy is -19844.4737 eV. Its gap between HOMO and LUMO is 7.127 eV. As for the spin multiplicity: 1. The energy above the lowest of the compared OMol25 structures with the same formula, charge and spin comes out at 1.5614 eV. The calculation puts the LUMO energy at -0.4 eV.

XYZ file:
```
16
Properties=species:S:1:pos:R:3:forces:R:3
O -1.0230 -0.6636 -1.5562 -2.0913 0.9547 0.4294
C -1.8509 -0.2276 -0.7692 1.7934 1.6258 -1.0945
C -1.4455 0.0151 0.6647 -0.5766 -0.5829 0.3278
O -0.3024 -0.7817 0.9328 -0.3964 0.2809 0.5816
C 0.9341 -0.3242 0.6741 1.7614 -1.3928 0.9264
O 1.0975 0.9503 0.9410 -0.8308 0.9822 -0.4112
O 1.8091 -1.1188 0.3898 -0.1819 2.1967 1.0009
C 1.9008 1.7011 0.0153 0.5817 0.0022 -0.0745
H -2.2564 -0.3039 1.3339 0.3590 0.0472 0.0094
F -1.4280 -3.7538 -0.8601 -1.4944 -0.4937 0.3534
H -2.7416 0.3292 -1.1167 -0.2314 -0.7058 0.0344
H -1.2536 1.0846 0.8266 -0.0844 -0.1974 -0.1536
H 1.7484 2.7499 0.2789 0.0723 -0.2502 -0.0888
H 2.9536 1.4171 0.1253 -0.2511 0.1146 -0.0606
H 1.5675 1.5019 -1.0099 0.0820 0.0956 0.2261
Tl 0.2904 -2.5754 -0.8702 1.4887 -2.6771 -2.0061
```
Positions in Å, forces in eV/Å.